# 1
Formula: C13H17Cl2NO2PV
Source: the OMol25 dataset
Level of theory: ωB97M-V/def2-TZVPD

```
37
Properties=species:S:1:pos:R:3:forces:R:3:lowdin_spin:R:1
C -0.193 -4.187 -4.864 -0.58 -0.02 -0.06 0.00
C -0.132 -3.075 -3.863 -1.00 0.47 0.67 0.00
H -1.246 -4.445 -4.984 0.08 -0.05 -0.01 0.00
H 0.348 -5.073 -4.511 0.07 0.31 0.01 0.00
H 0.208 -3.888 -5.840 0.09 0.04 0.37 0.00
O -1.047 -2.587 -3.233 1.78 -0.53 -0.85 0.00
Cl 1.546 -2.454 -3.627 -0.40 -0.16 -0.25 0.00
V 0.220 -0.372 -0.525 5.36 0.26 1.22 1.74
P 0.086 1.615 -1.810 0.16 1.39 -1.69 -0.02
C -1.306 2.787 -1.829 -0.43 -0.26 0.54 0.00
C 1.578 2.666 -1.745 0.14 -0.37 0.45 0.00
H 0.932 0.123 -3.528 -0.07 0.18 -0.10 0.00
H 0.218 1.614 -4.222 -0.03 -0.16 0.12 0.00
H -0.827 0.272 -3.638 0.14 0.19 0.02 0.00
C 0.099 0.834 -3.461 0.00 -0.15 0.10 0.00
H 2.465 2.014 -1.718 -0.16 0.32 -0.04 0.00
H 1.629 3.330 -2.621 -0.14 -0.27 0.27 0.00
H -1.224 3.503 -2.662 0.18 -0.38 0.21 0.00
H -1.325 3.344 -0.881 -0.03 -0.14 -0.30 0.00
H 1.543 3.264 -0.821 0.10 -0.14 -0.34 0.00
H -2.247 2.225 -1.924 0.20 0.27 -0.01 0.00
C -1.539 -0.815 -0.778 -10.16 -3.32 -1.24 0.09
O -2.656 -1.165 -0.878 5.74 1.92 0.51 0.15
Cl 1.944 -1.693 -0.508 -0.83 0.55 0.02 -0.01
N 0.120 0.259 1.293 -0.32 0.71 1.92 -0.01
C 0.102 0.430 2.455 0.23 -0.95 -0.35 0.04
C 0.107 0.387 3.882 -0.57 0.17 0.30 0.00
C -1.114 0.444 4.600 -0.37 -0.14 0.26 0.00
C -1.137 0.207 5.982 -0.24 0.11 -0.60 0.00
C 0.029 -0.089 6.694 0.38 0.12 -0.29 0.00
C 1.248 -0.071 5.995 -0.02 -0.01 -0.53 0.00
C 1.289 0.158 4.606 0.66 -0.21 0.62 0.00
H -2.051 0.640 4.067 0.38 -0.06 0.28 0.00
H -2.092 0.247 6.501 0.18 -0.03 -0.16 0.00
H 0.001 -0.321 7.780 0.00 0.27 -0.97 0.00
H 2.181 -0.259 6.533 -0.31 0.06 -0.29 0.00
H 2.245 0.128 4.082 -0.22 0.01 0.20 0.00
```
Positions in Å, forces in eV/Å.

## Properties
frontier orbital gap (alpha / beta) = 6.0 / 6.4 eV
⟨S²⟩ = 2.030
total charge = +2
LUMO energy (alpha / beta) = -9.59 / -9.19 eV
highest occupied orbital energy (alpha / beta) = -15.6 / -15.6 eV
spin multiplicity = 3

# 2
Formula: C21H35N3O4S
Source: the OMol25 dataset
Level of theory: ωB97M-V/def2-TZVPD

```
64
Properties=species:S:1:pos:R:3:forces:R:3:lowdin_charge:R:1
C -1.273 -3.056 -0.649 0.10 -0.03 0.21 -0.10
C -0.365 -3.635 0.432 -0.04 -0.16 -0.18 -0.25
C 0.758 -4.502 -0.143 0.00 0.16 -0.02 -0.22
C 1.816 -3.718 -0.922 0.01 -0.14 0.34 -0.21
C 2.758 -2.926 -0.018 -0.02 0.06 -0.47 -0.22
C 3.718 -2.069 -0.840 0.07 0.01 0.36 -0.19
C 4.620 -1.194 0.031 0.18 -0.11 -0.33 -0.17
N 3.914 -0.060 0.591 -0.12 -0.44 0.09 0.08
C 4.168 1.197 0.183 -0.11 0.31 0.56 -0.50
O 5.073 1.493 -0.574 0.16 0.20 -0.33 0.06
C 3.249 2.262 0.776 0.10 -0.01 -0.27 -0.04
C 1.999 2.472 -0.109 0.55 0.18 -0.37 -0.34
N 0.800 1.907 0.486 -0.37 -0.70 -0.25 -0.08
S 0.544 0.270 0.324 -0.55 0.62 0.57 0.66
O 1.076 -0.422 1.477 -0.37 0.10 0.12 -0.31
O 1.002 -0.128 -0.970 -0.07 0.11 -0.33 -0.26
C -1.232 0.224 0.391 0.60 -0.08 0.10 -0.30
C -1.875 -0.216 1.532 0.07 -0.07 0.07 -0.06
C -3.255 -0.230 1.568 -0.04 0.06 -0.15 -0.01
C -3.994 0.202 0.463 0.37 0.02 -0.03 -0.21
N -5.381 0.160 0.556 0.01 -0.18 0.40 0.12
C -6.323 0.562 -0.360 -0.36 -0.11 0.29 -0.51
C -7.732 0.330 0.137 -0.05 0.10 -0.23 0.00
O -6.064 1.047 -1.434 0.07 0.11 -0.26 0.08
C -3.328 0.647 -0.681 0.00 0.04 -0.17 0.02
C -1.947 0.654 -0.710 -0.04 -0.04 0.04 -0.04
C 1.760 3.952 -0.466 -0.30 -0.16 -0.01 -0.38
C 1.415 4.794 0.761 0.22 -0.15 -0.22 -0.07
C 0.652 4.063 -1.510 0.27 0.03 0.12 -0.07
H -0.744 -2.314 -1.240 -0.01 0.08 -0.16 0.06
H -1.626 -3.844 -1.312 -0.07 -0.06 -0.11 0.08
H -2.139 -2.571 -0.201 -0.11 0.07 -0.03 0.06
H 0.059 -2.819 1.019 0.01 -0.01 0.16 0.08
H -0.966 -4.253 1.105 0.02 0.06 0.07 0.10
H 1.248 -5.036 0.675 0.02 -0.10 -0.01 0.11
H 0.312 -5.251 -0.803 -0.02 -0.08 0.05 0.11
H 2.405 -4.418 -1.520 0.01 0.06 -0.09 0.11
H 1.328 -3.026 -1.609 0.00 0.03 -0.16 0.10
H 2.170 -2.281 0.632 0.01 -0.05 0.12 0.08
H 3.327 -3.615 0.612 0.00 -0.01 0.08 0.12
H 3.138 -1.420 -1.499 0.06 -0.01 -0.11 0.11
H 4.345 -2.714 -1.460 0.01 -0.02 -0.06 0.12
H 5.437 -0.779 -0.564 -0.06 -0.11 0.16 0.12
H 5.041 -1.787 0.851 0.05 0.02 -0.09 0.12
H 3.062 -0.262 1.096 0.14 0.19 0.10 0.09
H 3.826 3.185 0.825 0.03 -0.10 0.03 0.12
H 2.948 1.978 1.786 0.02 0.06 0.04 0.12
H 2.128 1.918 -1.045 0.11 0.20 0.01 0.14
H 0.675 2.184 1.449 -0.15 -0.05 0.24 0.12
H -1.285 -0.556 2.368 0.00 -0.07 0.15 0.12
H -3.768 -0.580 2.452 -0.04 -0.04 0.10 0.11
H -5.733 -0.218 1.425 -0.01 0.09 -0.21 0.14
H -8.436 0.663 -0.620 0.03 0.00 0.00 0.09
H -7.892 -0.729 0.333 -0.03 -0.08 0.05 0.09
H -7.906 0.887 1.055 -0.03 0.01 0.10 0.08
H -3.899 0.978 -1.533 0.02 0.00 -0.01 0.10
H -1.408 0.978 -1.585 -0.03 0.09 -0.20 0.12
H 2.693 4.324 -0.901 0.02 -0.09 0.05 0.14
H 1.370 5.845 0.487 -0.05 0.09 0.05 0.08
H 2.161 4.679 1.543 0.08 0.05 0.16 0.07
H 0.443 4.507 1.158 -0.16 0.01 0.08 0.08
H -0.274 3.651 -1.116 -0.14 -0.01 0.01 0.07
H 0.487 5.104 -1.777 -0.07 0.09 -0.06 0.08
H 0.920 3.514 -2.409 -0.02 -0.06 -0.16 0.08
```
Positions in Å, forces in eV/Å.

## Properties
frontier orbital gap = 9.4 eV
LUMO energy = 0.27 eV
energy above the lowest of the compared OMol25 structures with the same formula, charge and spin = 0.024 eV
highest occupied orbital energy = -9.1 eV
spin multiplicity = 1

# 3
Formula: C20H36Cl2N2O4PSr
Source: the OMol25 dataset
Level of theory: ωB97M-V/def2-TZVPD

```
66
Properties=species:S:1:pos:R:3:forces:R:3:lowdin_charge:R:1
O 3.065 1.160 -2.654 2.15 -1.73 3.05 -0.25
C 1.939 1.714 -2.977 -0.61 -0.34 -1.10 -0.53
C 1.851 3.198 -2.652 -0.25 -0.47 0.27 -0.18
C 1.317 3.638 -1.448 -0.18 0.52 0.09 -0.08
H 0.943 2.911 -0.719 0.19 0.32 -0.27 0.05
C 1.148 5.007 -1.213 0.21 -0.16 -0.14 -0.10
H 0.657 5.319 -0.289 0.14 0.04 -0.26 0.09
C 1.576 5.940 -2.168 0.12 -0.35 -0.05 -0.13
H 1.439 7.008 -1.993 0.02 -0.25 -0.07 0.08
C 2.192 5.485 -3.346 -0.02 0.02 0.22 -0.12
H 2.542 6.200 -4.095 -0.08 -0.14 0.24 0.08
C 2.342 4.115 -3.577 -0.24 0.34 0.09 -0.05
H 2.815 3.732 -4.487 -0.21 0.19 0.24 0.11
H 2.140 1.623 -4.057 -2.07 0.68 -1.36 0.11
C 0.558 -0.399 -3.573 -0.35 -0.25 -0.56 -0.11
C 0.481 0.903 -2.846 1.11 1.85 -0.47 -0.24
H 0.359 -0.235 -4.648 0.03 -0.20 0.26 0.09
H -0.186 -1.118 -3.192 0.27 0.09 -0.25 0.06
H 1.568 -0.820 -3.497 -0.13 0.09 0.13 0.07
C -0.663 1.612 -2.725 0.17 -0.12 0.14 -0.23
C -1.924 1.399 -3.497 -0.64 -0.74 0.27 -0.14
H -0.730 2.454 -2.034 0.41 0.12 -0.64 0.02
H -2.172 2.276 -4.116 0.27 -0.08 0.19 0.08
H -2.758 1.238 -2.804 -0.07 0.11 -0.32 0.00
H -1.877 0.514 -4.144 -0.04 0.21 0.10 0.06
Sr -1.048 -0.298 -0.212 0.34 0.49 -0.33 1.07
Cl -1.357 2.444 0.484 -0.27 -0.14 0.45 -0.24
Cl -3.373 -1.022 -1.630 -0.14 -0.25 0.17 -0.30
C -3.330 -1.864 1.542 1.22 0.58 -0.69 -0.35
O -2.106 -2.034 1.373 -1.54 -0.23 0.40 -0.15
N -4.062 -2.436 2.501 -0.10 -0.58 0.56 -0.19
C -3.571 -3.598 3.234 -0.17 0.22 0.05 -0.04
C -5.416 -1.975 2.780 0.10 -0.10 -0.51 -0.04
H -3.900 -1.195 0.867 0.21 -0.06 0.28 0.06
H -2.486 -3.675 3.125 -0.22 0.05 -0.02 0.08
H -4.043 -4.517 2.864 0.10 0.14 -0.01 0.09
H -3.844 -3.485 4.287 0.18 -0.05 -0.03 0.08
H -5.521 -0.967 2.363 -0.12 -0.24 0.17 0.10
H -5.583 -1.953 3.861 0.07 0.09 -0.14 0.08
H -6.168 -2.631 2.321 0.08 0.09 0.11 0.09
H 2.284 -5.057 -0.723 -0.09 0.12 -0.05 0.09
H 4.596 -3.738 -0.454 -0.08 0.09 -0.08 0.08
C 2.027 -4.286 -1.461 0.17 0.03 -0.05 -0.03
C 4.181 -3.062 -1.213 -0.18 0.06 0.07 -0.05
N 2.728 -3.050 -1.156 -0.04 -0.12 0.05 -0.18
H 0.951 -4.101 -1.452 0.21 -0.01 -0.02 0.09
C 2.062 -1.932 -0.830 -1.48 0.39 -0.12 -0.26
O 0.811 -1.852 -0.801 1.86 -0.35 0.11 -0.17
H 4.534 -2.045 -1.027 0.09 -0.16 -0.13 0.09
H 2.710 -1.067 -0.608 -0.25 -0.10 -0.17 0.15
H 2.344 -4.653 -2.446 -0.15 0.10 0.11 0.09
H 4.524 -3.400 -2.199 -0.09 0.17 0.16 0.09
C -0.290 -1.285 4.509 0.11 -0.15 0.22 -0.17
P 0.241 0.056 3.418 -0.36 -0.07 -1.23 0.54
C -0.868 1.422 3.800 0.09 0.03 0.18 -0.20
C 1.900 0.514 3.949 0.12 0.14 0.21 -0.18
O 0.228 -0.330 1.964 0.13 0.01 0.79 -0.50
H 0.519 -2.020 4.614 -0.22 0.10 -0.05 0.06
H -1.171 -1.775 4.077 0.21 0.17 0.01 0.03
H -0.540 -0.885 5.501 0.07 -0.12 -0.18 0.05
H -0.631 1.801 4.803 -0.13 0.04 -0.20 0.05
H -0.770 2.200 3.026 -0.02 -0.24 0.19 -0.02
H -1.903 1.052 3.784 0.26 0.11 -0.04 0.06
H 2.622 -0.182 3.503 -0.23 0.15 0.11 0.06
H 2.118 1.529 3.596 -0.01 -0.25 0.05 0.06
H 1.977 0.479 5.043 0.05 0.07 -0.20 0.05
```
Positions in Å, forces in eV/Å.

## Properties
frontier orbital gap = 4.6 eV
total charge = -1
LUMO energy = 1.95 eV
highest occupied orbital energy = -2.7 eV
spin multiplicity = 1

Question: Among the records above, which one has the highest spin multiplicity?
Answer: C13H17Cl2NO2PV

Question: spin multiplicity of number 3 (C20H36Cl2N2O4PSr)?
Answer: 1